1.
A structure of composition C15H10FeNS3, computed with ωB97M-V/def2-TZVPD.

Structure (XYZ):
```
30
Properties=species:S:1:pos:R:3:forces:R:3
Fe 1.3196 -2.6420 -0.8502 0.7 0.9 0.3
S 2.1110 1.5770 -2.4240 -0.1 -0.6 0.6
C 3.6131 0.8306 -2.0199 -0.2 -0.1 0.0
C 3.4554 -0.3754 -1.3996 0.3 0.4 -0.2
C 2.1073 -0.7578 -1.2208 -0.6 -0.7 -0.6
C 1.2451 0.2252 -1.6912 0.9 0.3 -0.3
C -0.1583 0.1946 -1.5385 -0.6 -0.4 -0.1
C -1.0784 1.0950 -2.0440 0.0 -0.2 0.1
C -2.4619 1.1170 -1.9503 -0.1 0.1 0.0
C -3.3781 0.2597 -1.3199 -0.3 0.1 0.1
C -3.1951 -0.9076 -0.6101 0.0 0.5 -0.3
N -2.0959 -1.5989 -0.3399 0.6 -1.1 -0.2
H 4.5290 1.3250 -2.2830 0.2 0.1 0.0
H 4.2893 -0.9661 -1.0587 0.2 -0.1 0.0
H -0.6304 1.9069 -2.6108 0.0 0.0 0.0
H -2.9297 1.9530 -2.4554 0.0 0.1 0.0
H -4.4128 0.5638 -1.4118 -0.1 0.0 0.0
H -4.0816 -1.3999 -0.2201 0.0 0.1 0.0
S 1.4735 -2.7954 1.3720 0.4 -1.2 0.5
C 0.7139 -1.3245 1.9078 -0.4 0.3 -0.5
C 0.9592 -0.8568 3.1985 0.0 -0.1 -0.1
C 0.4112 0.3315 3.6326 -0.1 0.1 -0.1
C -0.4167 1.0699 2.7956 0.0 0.0 0.0
C -0.6994 0.6060 1.5235 -0.2 0.1 -0.2
C -0.1364 -0.5782 1.0819 0.6 -0.5 0.2
S -0.5597 -1.2501 -0.5444 -1.3 1.9 0.9
H 1.5904 -1.4478 3.8412 0.1 0.0 0.1
H 0.6225 0.6867 4.6301 0.0 0.0 0.1
H -0.8477 1.9988 3.1369 0.0 0.1 0.0
H -1.3591 1.1612 0.8727 -0.1 0.1 -0.1
```
Forces are in eV/Å.

Calculated values
* electronic energy: -3090.451033 hartree
* 2S+1: 6
* charge: 0
* LUMO (alpha / beta): -1.0 / -1.2 eV
* highest occupied orbital energy (alpha / beta): -6.355 / -7.674 eV

---

2.
A structure of composition C15H11BBrCoN2O6, computed with ωB97M-V/def2-TZVPD.

Structure (XYZ):
```
37
Properties=species:S:1:pos:R:3:forces:R:3
Co 0.5574 0.3105 -0.4481 -0.3 -0.3 -0.3
O 1.6620 2.7924 2.5195 0.0 -0.1 0.5
C 1.2636 1.8304 1.7384 0.3 1.4 -1.0
O 1.0443 2.0377 0.5453 -0.1 0.1 -0.1
C 1.0378 0.5064 2.2721 -0.3 -1.7 0.6
C 1.1355 0.0281 3.5712 0.3 1.0 -0.2
C 0.7788 -1.2799 3.8342 -0.3 -0.7 -0.3
C 0.3136 -2.0952 2.8013 0.2 0.2 0.5
C 0.2498 -1.5534 1.5360 -0.2 -0.1 -0.8
N 0.6174 -0.3088 1.2942 0.2 0.3 1.5
C -0.2948 -2.1866 0.2601 0.1 0.0 0.1
O -0.7021 -3.3150 0.2192 0.0 0.1 0.1
O -0.2951 -1.3171 -0.7212 0.3 0.1 -0.4
H 1.7732 3.5892 1.9717 0.1 0.0 0.1
H 1.4856 0.6970 4.3460 0.0 -0.1 0.0
H 0.8397 -1.6755 4.8384 0.0 0.1 0.0
H 0.0027 -3.1167 2.9678 0.0 0.0 -0.1
B 4.5920 1.3929 0.5448 0.8 0.3 0.0
C 3.4585 0.5869 -0.1125 -0.3 -0.3 -0.4
N 2.5039 0.0803 -0.5311 -0.8 -0.3 0.0
H 4.2767 2.5466 0.3504 -0.3 0.1 0.3
H 4.6709 1.0485 1.6996 -0.2 0.1 0.2
H 5.6602 1.2613 0.0062 -0.1 -0.3 -0.1
Br -1.8995 1.8156 -0.3541 0.1 -0.4 0.0
C -2.5928 0.5402 -1.6031 -0.2 -0.2 -0.2
C -3.8412 0.0024 -1.3405 0.0 0.1 0.2
C -4.3557 -0.9536 -2.2000 0.0 0.0 0.0
C -3.6293 -1.3422 -3.3159 0.0 0.0 -0.1
C -2.3990 -0.7652 -3.5813 -0.1 0.0 0.1
C -1.8556 0.1794 -2.7184 0.3 0.3 0.0
C -0.5095 0.7974 -3.0912 -0.9 -0.5 0.1
O -0.3528 1.1746 -4.2275 0.2 0.0 0.1
O 0.3860 0.8753 -2.1547 1.0 0.7 -0.4
H -4.3983 0.3334 -0.4742 0.0 -0.1 0.0
H -5.3241 -1.3889 -1.9926 0.0 0.0 0.0
H -4.0248 -2.0934 -3.9867 0.0 0.0 0.0
H -1.8346 -1.0350 -4.4632 0.0 0.0 0.0
```
Forces are in eV/Å.

Calculated values
* electronic energy: -5120.796523 hartree
* charge: 0
* LUMO (alpha / beta): -2.4 / -2.3 eV
* highest occupied orbital energy (alpha / beta): -9.448 / -9.449 eV

---

3.
A structure of composition C15H11ClO3S4Y, computed with ωB97M-V/def2-TZVPD.

Structure (XYZ):
```
35
Properties=species:S:1:pos:R:3:forces:R:3
Y 0.2287 -0.0050 -0.3387 -0.2 -0.2 0.7
Cl -0.6743 -6.9322 2.5980 0.0 0.1 -0.1
C -0.7078 -5.4497 1.6667 -0.1 0.0 0.0
C -1.8866 -5.0886 0.9847 0.0 -0.1 0.0
C -1.9461 -3.9336 0.2565 -0.1 0.0 0.1
C -0.8405 -3.0370 0.1863 0.0 0.0 -0.1
O -0.9506 -1.9264 -0.4393 0.1 0.1 0.1
C 0.3563 -3.4544 0.8416 0.1 0.0 0.0
C 1.5875 -2.7328 0.7078 0.0 -0.1 -0.1
O 1.7972 -1.7371 0.0095 -0.1 0.1 0.2
C 0.3913 -4.6521 1.5873 0.1 0.0 0.0
H -2.7479 -5.7427 1.0465 0.0 0.0 0.0
H -2.8499 -3.6435 -0.2660 0.0 0.0 0.0
H 2.4378 -3.1430 1.2746 0.0 -0.1 0.0
H 1.3101 -4.9340 2.0921 0.0 0.0 0.0
S 2.2443 1.4201 -1.1976 0.1 0.1 -0.3
C 1.4462 2.4672 -2.3908 0.1 0.1 0.0
C 2.1429 3.6119 -2.8065 0.0 -0.1 0.0
C 1.6319 4.4878 -3.7489 0.0 0.0 0.0
C 0.3833 4.2363 -4.3064 0.0 -0.1 0.0
C -0.3223 3.1140 -3.9068 0.0 -0.1 0.1
C 0.1810 2.2118 -2.9575 -0.1 0.0 -0.1
S -0.8286 0.7997 -2.5702 0.0 0.2 -0.3
H 3.1145 3.7963 -2.3628 0.0 0.0 0.0
H 2.2040 5.3596 -4.0471 0.0 0.0 0.0
H -0.0390 4.9082 -5.0455 0.0 0.0 0.0
H -1.2979 2.9043 -4.3306 0.0 0.0 0.0
C -1.0560 2.9258 4.1700 -0.1 -0.1 0.0
O -0.5603 1.6039 3.9455 0.1 0.1 0.0
C -0.4670 1.1463 2.6964 0.1 0.0 -0.1
S -0.9751 2.0660 1.3765 0.0 -0.2 -0.3
S 0.2286 -0.3893 2.5481 0.0 0.0 0.0
H -0.7565 3.1802 5.1823 0.0 0.0 0.1
H -2.1426 2.9318 4.0874 0.0 0.0 0.0
H -0.6372 3.6303 3.4571 0.1 0.0 0.0
```
Forces are in eV/Å.

Calculated values
* electronic energy: -2895.474469 hartree
* charge: -1
* LUMO: 2.1 eV
* highest occupied orbital energy: -4.292 eV